Record 1
# C40H42BBrN12O7S2Sr

C40H42BBrN12O7S2Sr as an isolated structure in a non-equilibrium geometry (ωB97M-V/def2-TZVPD, OMol25).

Geometry as XYZ:
```
106
C40H42BBrN12O7S2Sr | OMol25 | ωB97M-V/def2-TZVPD
Sr -0.270 -1.019 -1.230
Br -1.880 -1.570 5.497
S -3.408 -5.252 -1.288
S 2.218 -2.485 -1.882
O -2.401 -1.910 2.463
O -0.101 5.882 0.779
O 0.900 -3.045 -1.413
O -0.642 -1.670 1.135
O 1.865 -1.081 -2.296
O 2.013 6.688 -0.852
O 2.768 -3.305 -2.942
N -6.007 -3.506 0.997
N -2.935 1.308 -3.114
N -1.725 -1.573 -3.373
N -3.306 0.627 -2.019
N -0.681 1.213 -4.143
N -3.120 -2.099 -0.485
N -5.468 -4.548 0.299
N -0.042 1.241 -2.962
N -2.231 -0.793 -4.343
N -4.190 -2.897 -0.087
N 0.553 4.809 -1.089
N -1.051 1.228 0.358
C 1.175 1.715 -3.206
C 1.034 -2.929 2.812
C 5.059 -2.228 1.650
C 4.654 -1.065 1.106
C -4.337 -4.234 -0.365
C -0.327 -2.328 4.671
C -3.795 2.807 -1.735
C -2.797 -1.561 -5.292
C -3.211 2.614 -2.971
C 2.492 1.088 1.350
C 1.335 2.017 -4.560
C 2.043 -3.324 3.662
C -1.180 -1.976 2.221
C 3.142 3.414 1.182
C 2.171 2.596 3.212
C 2.068 1.332 2.654
C 1.036 6.060 -1.641
C 6.094 -2.237 2.750
C 3.271 -2.287 -0.533
C 0.116 1.674 -5.115
C 1.861 -3.222 5.036
C -2.653 -2.882 -4.929
C -1.025 3.505 1.994
C -1.971 -2.825 -3.705
C 2.704 3.641 2.479
C -3.827 1.521 -1.186
C 3.562 -0.928 0.077
C 3.038 2.151 0.626
C -0.024 4.831 0.145
C -0.179 -2.424 3.288
C -1.535 1.202 1.604
C 2.314 -0.262 0.734
C -1.544 2.309 2.446
C 4.556 -3.483 1.171
C 3.725 -3.448 0.066
C 0.678 -2.721 5.543
C -5.336 -1.162 1.316
C -5.206 -2.518 0.747
C -0.582 2.387 -0.083
C -0.535 3.551 0.685
B -2.143 0.717 -4.292
H -2.753 -1.675 0.373
H 1.881 -0.958 1.453
H 6.285 -3.254 3.094
H -3.251 -1.096 -6.151
H 1.485 5.858 -2.613
H -1.931 0.256 1.949
H -1.944 2.207 3.446
H -6.240 -1.133 1.920
H 2.774 4.633 2.910
H 3.898 -0.244 -0.718
H 2.648 -3.515 5.719
H -0.276 2.364 -1.117
H 4.913 -4.417 1.584
H -5.860 -5.467 0.340
H -2.558 1.158 -5.334
H -2.984 -3.757 -5.458
H 5.775 -1.647 3.612
H -2.960 3.309 -3.756
H 1.583 6.812 0.005
H -3.445 -1.392 -1.146
H -0.996 4.393 2.609
H 2.208 2.394 -5.060
H 3.379 1.974 -0.387
H 2.970 -3.684 3.234
H 5.080 -0.139 1.486
H 3.411 -4.390 -0.379
H -4.134 3.730 -1.299
H 3.551 4.229 0.596
H 0.786 3.942 -1.545
H 1.823 2.766 4.224
H 7.044 -1.820 2.405
H -1.657 -3.622 -3.052
H 0.531 -2.614 6.609
H 0.175 6.734 -1.761
H 1.895 1.755 -2.403
H -4.176 1.210 -0.215
H 1.641 0.513 3.222
H -4.464 -0.942 1.935
H -0.243 1.724 -6.129
H 1.604 -0.121 -0.080
H -5.411 -0.419 0.522
H 1.170 -2.987 1.735
```

- HOMO-LUMO gap (eV) = 4.4
- net charge = -2

Mulliken population analysis, charges in e, atoms 1 to 4: Sr 1.62; Br -0.23; S -0.47; S 1.41

***

Record 2
# C4H8O2

One molecule with the formula C4H8O2 (ωB97M-V/def2-TZVPD, OMol25).

Geometry as XYZ:
```
14
C4H8O2 | OMol25 | ωB97M-V/def2-TZVPD
O 2.269 -0.514 0.851
O -1.060 -0.131 -0.559
C 2.278 0.047 -0.455
C -0.126 -0.050 0.486
C -2.314 0.384 -0.195
C 1.137 -0.729 0.026
H -0.507 -0.549 1.394
H 1.003 -1.753 -0.327
H 2.990 -0.395 -1.152
H 2.202 1.135 -0.496
H 0.094 0.998 0.753
H -2.979 0.253 -1.052
H -2.257 1.456 0.054
H -2.731 -0.152 0.671
```

- SMILES string = COC[C@H]1CO1
- ΔE to the lowest compared entry with this formula, charge and spin (kcal/mol) = 58.4
- HOMO-LUMO gap (eV) = 11.2
- net charge = 0

natural (NBO) population analysis, charges in e, atoms 1 to 4: O -0.49; O -0.53; C -0.11; C -0.08

***

Record 3
# C3H4N4O

One molecule with the formula C3H4N4O in a non-equilibrium geometry (ωB97M-V/def2-TZVPD, OMol25).

Geometry as XYZ:
```
12
C3H4N4O | OMol25 | ωB97M-V/def2-TZVPD
O -0.039 2.059 0.041
N 0.184 -0.265 0.089
N -1.904 0.494 -0.118
N 2.606 -0.018 -0.314
N -0.578 -1.403 -0.095
C -0.643 0.846 -0.030
C 1.550 -0.746 0.202
C -1.731 -0.979 -0.119
H -0.619 2.808 0.341
H 2.101 0.943 -0.641
H 1.561 -1.835 0.914
H -2.489 -1.904 -0.270
```

- SMILES string = [H]/N=C\n1ncnc1O
- ΔE to the lowest compared entry with this formula, charge and spin (kcal/mol) = 83.8
- HOMO-LUMO gap (eV) = 10.4
- net charge = 0

natural (NBO) population analysis, charges in e, atoms 1 to 4: O -0.67; N -0.33; N -0.52; N -0.61

***

Record 4
# C6H8N

An isolated ion of composition C6H8N and charge +1 in a non-equilibrium geometry (ωB97M-V/def2-TZVPD, OMol25).

Geometry as XYZ:
```
15
C6H8N | OMol25 | ωB97M-V/def2-TZVPD
N 0.237 0.772 -1.938
C 0.382 -0.147 2.949
C -1.129 0.626 -2.428
C 0.604 -0.708 1.631
C 0.574 -0.154 0.321
C 0.824 -1.580 0.680
C 0.535 0.450 -0.769
H -1.919 0.824 -1.681
H -1.195 1.329 -3.294
H 0.342 0.966 2.800
H 0.887 -2.503 0.262
H 1.056 -0.580 3.650
H -0.720 -0.329 3.193
H -1.270 -0.432 -2.911
H 0.792 1.465 -2.464
```

- SMILES string = C[NH+]=C=C1C=C1C
- ΔE to the lowest compared entry with this formula, charge and spin (kcal/mol) = 117.5
- HOMO-LUMO gap (eV) = 9.8
- net charge = +1

natural (NBO) population analysis, charges in e, atoms 1 to 4: N -0.47; C -0.67; C -0.44; C 0.15

***

Record 5
# C28H21N4OPRuS2

C28H21N4OPRuS2 as an isolated structure in a non-equilibrium geometry (ωB97M-V/def2-TZVPD, OMol25).

Geometry as XYZ:
```
58
C28H21N4OPRuS2 | OMol25 | ωB97M-V/def2-TZVPD
Ru -0.474 0.219 0.850
S 0.140 2.066 -1.572
S 2.217 -3.502 -0.950
P 0.799 -0.256 2.824
O 0.814 0.818 -1.974
N -2.765 -3.489 1.378
N -1.800 -1.533 0.976
N -0.556 1.851 -0.240
N 0.926 -1.516 0.098
C -5.118 -2.599 1.734
C 3.561 -0.097 3.439
C -3.815 -0.099 1.222
C -1.597 -2.838 1.107
C 1.070 -2.024 2.553
C -5.796 -1.395 1.738
C 1.465 -1.936 -0.975
C 0.481 0.738 6.802
C -0.294 -3.421 1.128
C 0.087 -4.683 1.386
C 0.947 -2.507 1.140
C 4.845 0.352 3.180
C 2.087 -3.501 0.878
C -3.129 -1.309 1.197
C 0.992 0.654 5.517
C 1.605 -4.321 3.098
C 2.519 0.320 2.614
C 4.063 1.574 1.266
C -5.164 -0.169 1.491
C -1.314 -0.748 6.212
C 1.572 -4.714 1.643
C 2.775 1.135 1.514
C -0.665 0.041 7.152
C 1.369 -3.021 3.484
C 0.353 -0.153 4.581
C 5.097 1.194 2.107
C -3.762 -2.544 1.450
C -0.817 -0.834 4.927
H -2.877 -4.483 1.483
H 5.659 0.035 3.813
H 6.099 1.560 1.933
H -6.853 -1.391 1.943
H 3.050 -3.153 1.257
H 2.088 -5.650 1.439
H 0.972 1.359 7.536
H 1.875 1.214 5.242
H -1.070 0.130 8.149
H 4.265 2.210 0.420
H -3.268 0.832 1.054
H 1.386 -2.774 4.538
H -1.330 -1.420 4.168
H 1.943 1.430 0.869
H 3.367 -0.765 4.267
H -5.748 0.735 1.527
H 1.731 -5.094 3.839
H -2.210 -1.284 6.485
H -0.547 -5.536 1.543
H 1.474 -1.349 -1.880
H -5.616 -3.532 1.939
```

- HOMO-LUMO gap (alpha / beta) (eV) = 6.7 / 6.4
- net charge = +1
- multiplicity = 2

natural (NBO) population analysis, charges in e, atoms 1 to 4: Ru 0.74; S 1.45; S 0.32; P 1.04

***

Record 6
# C4H9NO3

One molecule with the formula C4H9NO3 in a non-equilibrium geometry (ωB97M-V/def2-TZVPD, OMol25).

Geometry as XYZ:
```
17
C4H9NO3 | OMol25 | ωB97M-V/def2-TZVPD
O 0.564 -0.615 1.635
O -1.332 -0.444 -0.437
O 0.888 -0.063 -0.808
N -1.736 0.753 0.320
C -1.533 0.514 1.529
C -0.798 -0.664 2.089
C 1.930 0.327 -1.576
C -0.404 -0.061 -1.396
H 2.814 0.347 -0.965
H -0.505 0.956 -1.812
H 0.543 -0.398 0.718
H -0.397 -0.739 -2.202
H -1.703 1.355 2.193
H -1.438 -1.484 1.850
H 1.907 1.298 -1.967
H -0.863 -0.626 3.138
H 2.062 -0.455 -2.310
```

- SMILES string = COCO/N=C\CO
- ΔE to the lowest compared entry with this formula, charge and spin (kcal/mol) = 106.6
- HOMO-LUMO gap (eV) = 11.0
- net charge = 0

natural (NBO) population analysis, charges in e, atoms 1 to 4: O -0.71; O -0.43; O -0.57; N -0.12

***

Record 7
# C5H11NO

One molecule with the formula C5H11NO (ωB97M-V/def2-TZVPD, OMol25).

Geometry as XYZ:
```
18
C5H11NO | OMol25 | ωB97M-V/def2-TZVPD
O 0.112 -0.564 1.023
N 0.085 -1.036 -1.293
C -1.111 1.341 -0.088
C 0.164 0.768 0.477
C 0.952 1.659 1.405
C 0.770 -0.390 -0.207
C -0.532 -2.302 -0.903
H 1.918 1.202 1.639
H 1.107 2.670 1.014
H -1.728 0.562 -0.538
H -1.313 -2.120 -0.161
H 0.170 -3.029 -0.467
H 0.707 -1.170 -2.082
H -0.991 -2.746 -1.788
H 1.861 -0.497 -0.179
H 0.378 1.725 2.338
H -1.683 1.863 0.686
H -0.866 2.065 -0.875
```

- SMILES string = CN[C@@H]1OC1(C)C
- ΔE to the lowest compared entry with this formula, charge and spin (kcal/mol) = 43.8
- HOMO-LUMO gap (eV) = 9.7
- net charge = 0

natural (NBO) population analysis, charges in e, atoms 1 to 4: O -0.50; N -0.65; C -0.63; C 0.20

***

Record 8
# C46H108BrF6N6O3P

A 8-piece molecular cluster, C46H108BrF6N6O3P overall in a non-equilibrium geometry (ωB97M-V/def2-TZVPD, OMol25).

Geometry as XYZ:
```
171
C46H108BrF6N6O3P | OMol25 | ωB97M-V/def2-TZVPD
Br -0.709 -0.776 -2.173
P -4.841 -2.062 1.019
F -5.898 -3.212 0.617
F -3.980 -2.320 -0.252
F -5.878 -1.161 0.212
F -5.768 -1.637 2.336
F -3.774 -0.949 1.524
F -3.912 -3.151 1.903
O 1.293 1.598 -1.196
O -4.434 -3.609 -4.133
O 1.240 -1.040 2.640
N 0.524 3.154 4.183
N -4.081 -1.375 -3.378
N 3.890 0.478 -2.352
N 0.700 -5.896 -1.072
N -0.800 -3.091 3.940
N -1.255 4.262 -3.196
C 4.923 -0.571 -2.793
C -1.478 3.120 -5.349
C 1.274 6.666 -1.250
C 0.189 -5.489 0.422
C 0.147 -8.430 -0.641
C 0.682 -9.625 0.030
C 1.280 -7.371 -1.031
C 2.078 -5.302 -3.164
C 1.631 -3.140 -4.496
C 1.769 2.546 4.886
C -0.013 4.821 -2.495
C -0.377 1.983 2.225
C -0.640 -5.939 -1.842
C -2.207 -3.668 4.269
C 1.943 2.887 6.327
C -3.726 -2.606 -4.219
C -0.536 -2.224 5.148
C -2.394 4.124 -2.186
C 1.679 -4.828 -1.744
C 4.719 1.777 -2.168
C -1.002 2.935 -3.972
C -3.271 2.414 -0.471
C 2.324 1.134 -0.365
C -0.795 2.481 4.547
C 0.770 2.826 2.683
C 1.629 5.506 3.953
C 2.947 0.670 -3.581
C -1.591 5.193 -4.419
C -0.061 6.172 -1.863
C -0.950 -2.282 2.646
C -1.320 -5.064 0.429
C -2.413 4.335 -5.429
C 1.983 5.768 -0.215
C 0.329 -4.260 3.835
C -5.552 -1.395 -2.959
C -2.547 -2.444 -5.138
C 0.400 -1.998 1.910
C -1.818 -5.807 -0.812
C 0.343 4.746 4.340
C -1.441 2.374 3.189
C 3.221 0.052 -1.015
C 2.692 -4.106 -3.966
C 1.244 6.989 3.845
C 1.257 7.819 5.182
C 3.111 2.300 7.033
C -2.039 3.087 -1.108
H 1.727 1.481 4.658
H -0.532 5.054 3.768
H 1.866 0.619 0.479
H 1.906 3.960 6.516
H 0.741 4.733 -3.277
H -1.521 2.082 -3.534
H -3.378 -1.605 -2.690
H -1.895 2.167 -5.675
H -5.662 -2.140 -2.172
H -0.337 6.863 -2.659
H 1.754 4.703 -0.234
H -3.351 4.102 -4.926
H -2.024 6.136 -4.086
H 2.261 1.455 -3.265
H 5.330 -0.226 -3.744
H 3.181 2.802 7.997
H 0.298 7.025 3.305
H -1.802 -3.231 -5.029
H -2.367 -4.345 3.430
H 3.518 -3.609 -3.459
H -2.891 -2.672 -6.147
H 1.035 -2.874 1.784
H 2.654 2.894 4.354
H -0.038 -10.371 0.365
H -0.610 -7.971 -0.005
H 2.625 -4.913 -1.210
H 0.950 2.753 6.757
H -1.350 -1.614 5.539
H -5.734 -0.462 -2.425
H -3.781 -0.504 -3.793
H 0.037 -1.591 0.966
H 0.846 7.301 6.049
H 2.127 -1.076 2.276
H 5.453 1.981 -2.947
H -0.209 0.928 2.010
H -3.805 3.226 0.023
H -1.843 -4.158 5.173
H -0.634 1.491 4.975
H 1.120 -3.893 -1.752
H 3.995 2.410 6.403
H 0.148 4.889 5.403
H -3.257 3.765 -2.747
H -0.409 -8.761 -1.518
H 2.102 -2.973 -5.465
H -1.275 3.027 5.359
H 2.700 -0.888 -1.202
H 0.297 -1.557 4.927
H -1.488 3.635 -0.343
H 1.695 6.109 0.780
H -2.589 5.130 -1.813
H 2.937 1.225 7.081
H 1.254 -9.350 0.916
H 2.155 -7.155 -0.418
H -1.536 -2.928 1.993
H 2.941 1.966 -0.026
H 0.689 0.854 -1.235
H -2.636 -5.333 -1.355
H 4.022 -0.055 -0.284
H -2.540 4.798 -6.407
H 0.795 3.743 2.095
H 3.299 -4.478 -4.791
H 4.082 2.660 -2.231
H 1.733 -2.259 -3.862
H -0.688 5.442 -4.976
H -1.453 2.229 -1.436
H 1.287 -10.203 -0.669
H 1.746 2.383 2.483
H -2.254 -6.774 -0.562
H -0.667 -5.084 -2.517
H 0.612 -3.494 -4.654
H 0.269 4.079 -1.747
H 2.802 -6.116 -3.200
H -1.904 -5.116 1.348
H -6.239 -1.473 -3.802
H 3.051 5.972 -0.298
H -1.433 -1.329 2.862
H 4.449 -1.551 -2.849
H -0.777 2.410 1.305
H 0.395 -6.364 1.038
H 5.766 -0.512 -2.105
H 2.576 -0.324 -3.833
H 0.035 2.653 -4.157
H 1.002 7.666 -0.914
H -2.870 -2.855 4.568
H 1.469 -7.657 -2.066
H 2.039 7.004 -1.949
H -0.598 -6.737 -2.583
H -1.223 -3.995 0.241
H 0.181 -4.883 2.953
H -0.949 6.365 -1.261
H 1.305 -3.774 3.817
H -0.582 3.307 -5.940
H -0.253 -2.900 5.955
H -2.019 -1.500 -5.000
H 2.306 8.072 5.339
H -3.105 1.655 0.294
H 3.502 1.101 -4.414
H 1.202 -5.718 -3.662
H -1.937 3.314 2.949
H 2.449 5.347 4.652
H 5.270 1.676 -1.233
H -4.001 1.992 -1.161
H -2.167 1.577 3.030
H 0.774 8.770 4.961
H 0.932 -4.808 0.839
H 0.161 -4.796 4.769
H 2.004 5.330 2.945
H 2.048 7.257 3.159
```

- HOMO-LUMO gap (eV) = 9.0
- net charge = +4

Mulliken population analysis, charges in e, atoms 1 to 4: Br -0.63; P 1.33; F -0.39; F -0.31